The following is a DFT calculation (wB97M-V/def2-TZVPD) of the molecule C18H22N2O4S at a distorted geometry.

Geometry (Å):
O1 0.612936 0.455313 -2.511567
C1 0.844803 -0.151649 -1.488337
N1 1.528536 -1.316741 -1.469660
H1 1.715103 -1.781470 -0.596415
C2 2.119032 -1.888341 -2.664342
C3 3.586577 -2.095759 -2.494688
C4 4.337758 -3.233661 -2.436533
C5 5.676344 -2.815881 -2.235698
C6 5.635582 -1.458147 -2.179226
O2 4.378688 -1.013858 -2.333598
H2 6.402382 -0.722535 -2.039215
H3 6.540220 -3.441415 -2.146061
H4 3.985305 -4.240057 -2.533274
H5 1.646818 -2.846655 -2.902682
H6 1.915798 -1.171974 -3.466746
C7 0.380539 0.344293 -0.124637
H7 -0.187960 1.259213 -0.310590
C8 -0.547828 -0.655962 0.574612
N2 -1.004851 -0.074038 1.809295
S1 -2.539645 -0.372539 2.360142
O3 -2.492119 -0.658358 3.766685
O4 -3.160839 -1.322218 1.484324
C9 -3.374550 1.245510 2.155946
C10 -2.937614 1.842394 0.867863
C11 -3.296494 1.237493 -0.332731
C12 -2.840569 1.744887 -1.536062
C13 -2.029999 2.868539 -1.556996
C14 -1.677898 3.482759 -0.367104
C15 -2.124756 2.969216 0.839254
H8 -1.848500 3.451159 1.766846
H9 -1.047765 4.360113 -0.376658
H10 -1.668050 3.256618 -2.496074
H11 -3.112663 1.261995 -2.461938
H12 -3.921079 0.357356 -0.309779
H13 -4.436324 1.014061 2.180793
H14 -3.095722 1.840484 3.020062
C16 0.043812 0.233416 2.748920
C17 1.009218 1.237758 2.120283
C18 1.552456 0.681667 0.804546
H15 2.203407 1.414919 0.325492
H16 2.145563 -0.213572 1.008740
H17 0.478715 2.169774 1.922682
H18 1.826397 1.441106 2.813490
H19 -0.427880 0.632790 3.646059
H20 0.588404 -0.681089 3.028841
H21 -1.426587 -0.872929 -0.031081
H22 -0.020789 -1.602135 0.773992

Cartesian forces (eV/Å) of the 6 atoms listed first:
O -0.088 0.300 -0.393
C -0.258 0.149 0.578
N 0.186 -0.469 0.013
H -0.029 0.110 0.011
C 0.178 0.254 -0.050
C -0.186 -0.925 -0.072

Calculated values
- SMILES: O=C(NCc1ccco1)[C@@H]1CCCN(S(=O)(=O)Cc2ccccc2)C1
- HOMO-LUMO gap: 9.4 eV
- LUMO level: 0.6491 eV
- Total energy: -1507.76697 Eh
- Charge: 0